Entry 1:
A 2-piece molecular cluster, C4H10N2O2 overall at a distorted geometry, computed with ωB97M-V/def2-TZVPD.

Atoms and positions in Å:
C  1.531  -0.465  -0.498
C  0.601  -1.356  -0.845
O  -0.407  -1.223  -1.735
C  -0.707  0.076  -2.198
H  1.530  0.553  -0.846
H  2.353  -0.768  0.117
H  0.681  -2.394  -0.543
H  0.160  0.529  -2.697
H  -1.044  0.719  -1.375
H  -1.520  -0.041  -2.912
N  0.217  1.707  1.795
N  0.042  0.324  2.025
C  -1.043  -0.352  1.538
O  -1.919  0.177  0.891
H  0.727  1.837  0.921
H  -0.714  2.106  1.654
H  0.618  -0.053  2.766
H  -1.108  -1.378  1.943

Atoms 1-6, force components in eV/Å:
C -0.5 -0.1 -0.4
C 0.7 -0.2 -0.8
O -0.1 -0.1 0.5
C 0.0 0.3 0.0
H -0.1 0.2 -0.1
H 0.1 -0.2 0.3

Properties
Total energy = -11383.397 eV
Spin multiplicity = 1
Highest occupied orbital energy = -8.89 eV
SMILES = C=COC.NNC=O
Orbital gap = 9.829 eV

Entry 2:
One molecule with the formula C6H8N2 at a distorted geometry, computed with ωB97M-V/def2-TZVPD.

Atoms and positions in Å:
C  0.043  -0.455  -2.153
C  -0.169  0.307  -1.067
C  -0.424  1.670  -1.366
N  -0.376  2.795  -1.500
C  -0.118  0.052  0.544
N  -0.043  1.248  1.312
C  -0.647  -1.265  1.092
C  0.874  -1.020  1.137
H  0.182  -1.514  -2.096
H  0.230  -0.156  -3.161
H  0.706  1.790  1.197
H  -0.932  1.861  1.206
H  -1.170  -2.096  0.543
H  -1.093  -1.180  2.121
H  1.431  -0.505  1.836
H  1.505  -1.532  0.353

Atoms 1-6, force components in eV/Å:
C 0.3 -0.9 1.3
C -0.1 -0.9 0.8
C 0.9 -0.9 0.5
N -0.5 2.2 -0.5
C 1.1 -1.1 -2.5
N -7.1 -1.5 0.9

Properties
Total energy = -9328.656 eV
Spin multiplicity = 1
Highest occupied orbital energy = -9.64 eV
SMILES = C=C(C#N)C1(N)CC1
Orbital gap = 10.167 eV

Entry 3:
A 2-piece molecular cluster, C2H4N4 overall at a distorted geometry, computed with ωB97M-V/def2-TZVPD.

Atoms and positions in Å:
C  2.453  -0.730  -0.353
C  -1.328  -1.444  0.714
N  -4.191  0.481  0.103
N  -3.184  0.021  0.300
N  -2.054  -0.314  0.368
N  2.526  -0.348  0.710
H  2.535  -1.429  -1.217
H  -0.265  -1.446  0.245
H  -1.894  -2.444  0.531
H  -1.306  -1.456  1.781

Atoms 1-6, force components in eV/Å:
C 0.4 -2.5 -2.6
C 0.1 -3.3 -0.1
N -0.8 0.2 0.3
N -1.0 -0.5 -0.5
N 1.8 2.1 -1.2
N -0.1 1.1 1.7

Properties
Total energy = -8095.403 eV
Spin multiplicity = 1
Highest occupied orbital energy = -9.33 eV
Orbital gap = 10.110 eV

Entry 4:
C21H24F3NOP2Ti as an isolated structure at a distorted geometry, computed with ωB97M-V/def2-TZVPD.

Atoms and positions in Å:
C  -2.958  -2.648  1.145
C  -1.745  -2.097  0.744
C  -1.645  -1.327  -0.456
C  -2.831  -1.112  -1.232
C  -4.064  -1.713  -0.788
C  -4.128  -2.423  0.396
C  -2.742  -0.304  -2.364
C  -1.500  0.051  -2.895
C  -0.351  -0.185  -2.068
C  0.928  0.194  -2.581
C  1.036  0.818  -3.813
C  -0.102  1.083  -4.599
C  -1.339  0.645  -4.186
H  -2.991  -3.241  2.052
H  -4.963  -1.641  -1.419
H  -5.071  -2.836  0.773
H  -3.627  -0.200  -2.981
H  2.015  1.082  -4.207
H  0.011  1.585  -5.562
H  -2.222  0.766  -4.823
N  -0.505  -0.585  -0.757
Ti  0.205  0.991  0.678
C  -0.488  -2.330  1.553
H  0.386  -2.639  0.960
H  -0.599  -3.140  2.286
C  2.158  -0.163  -1.779
H  2.143  -1.163  -1.340
H  3.092  -0.034  -2.349
P  -0.063  -0.793  2.445
P  2.281  1.021  -0.387
C  2.806  2.528  -1.206
H  2.951  3.330  -0.467
H  3.750  2.305  -1.737
H  2.041  2.859  -1.923
C  3.698  0.443  0.551
H  4.576  0.474  -0.110
H  3.860  1.072  1.435
H  3.530  -0.589  0.886
C  -1.490  -0.533  3.495
H  -1.656  -1.401  4.143
H  -1.335  0.345  4.122
H  -2.391  -0.372  2.898
C  1.305  -1.261  3.482
H  1.608  -0.424  4.111
H  1.032  -2.104  4.120
H  2.162  -1.567  2.876
C  -0.255  2.946  0.103
O  -0.411  4.000  -0.370
H  -1.373  0.982  0.109
F  2.276  1.455  3.004
C  1.142  2.111  2.466
F  0.280  2.364  3.510
F  1.572  3.375  2.056

Atoms 1-6, force components in eV/Å:
C 0.9 0.8 -0.6
C 0.4 -0.5 -0.1
C -0.4 1.2 0.6
C -0.2 -0.5 0.6
C -0.2 -0.2 0.2
C -0.3 0.2 -0.6

Properties
Total charge = +2
Total energy = -75533.650 eV
Spin multiplicity = 1
Highest occupied orbital energy = -14.50 eV
Orbital gap = 6.107 eV

Entry 5:
C32H29BrN5OS2Ti as an isolated structure at a distorted geometry, computed with ωB97M-V/def2-TZVPD.

Atoms and positions in Å:
Ti  -15.914  -7.447  2.418
N  -16.629  -11.588  2.565
C  -16.708  -10.303  2.213
S  -17.662  -9.170  3.165
N  -15.908  -9.788  1.257
N  -16.250  -8.519  0.841
C  -17.228  -8.253  -0.041
C  -17.517  -9.115  -1.168
C  -18.840  -9.310  -1.605
C  -19.172  -10.237  -2.573
C  -18.143  -10.966  -3.187
C  -16.842  -10.695  -2.821
C  -16.487  -9.797  -1.832
C  -17.872  -7.000  0.361
C  -18.785  -6.246  -0.369
C  -19.517  -5.265  0.230
C  -19.193  -4.952  1.567
C  -18.111  -5.534  2.227
N  -17.447  -6.522  1.615
H  -17.227  -11.912  3.319
H  -16.331  -12.238  1.844
H  -19.610  -8.712  -1.188
H  -20.199  -10.514  -2.704
H  -18.309  -11.687  -3.960
H  -16.044  -11.272  -3.305
H  -15.471  -9.577  -1.549
H  -18.957  -6.537  -1.397
H  -20.209  -4.644  -0.342
H  -19.826  -4.243  2.137
H  -17.794  -5.172  3.247
O  -15.971  -6.593  4.174
S  -15.649  -6.795  5.729
C  -17.249  -7.075  6.605
C  -17.266  -7.954  7.872
C  -16.579  -7.476  8.968
C  -16.537  -8.287  10.120
C  -17.133  -9.541  10.159
C  -17.796  -9.994  9.031
C  -17.937  -9.185  7.935
C  -14.963  -8.491  5.671
C  -13.618  -8.492  5.048
C  -13.419  -8.890  3.694
C  -12.300  -8.432  2.991
C  -11.339  -7.649  3.642
C  -11.463  -7.351  4.981
C  -12.578  -7.806  5.701
H  -17.946  -7.428  5.803
H  -17.589  -6.088  6.885
H  -16.073  -6.504  8.924
H  -16.111  -7.889  11.071
H  -17.027  -10.195  11.028
H  -18.274  -10.986  8.947
H  -18.584  -9.447  7.089
H  -15.707  -9.035  5.064
H  -14.890  -8.866  6.697
H  -14.101  -9.555  3.195
H  -12.218  -8.677  1.890
H  -10.430  -7.358  3.120
H  -10.672  -6.811  5.499
H  -12.649  -7.640  6.784
Br  -12.491  -2.903  2.839
C  -13.214  -4.255  1.671
C  -12.591  -4.555  0.471
C  -12.852  -5.801  -0.123
C  -13.673  -6.713  0.500
N  -14.321  -6.375  1.628
C  -14.089  -5.201  2.304
H  -11.981  -3.828  -0.070
H  -12.497  -6.025  -1.107
H  -13.916  -7.704  0.072
H  -14.591  -4.975  3.276

Atoms 1-6, force components in eV/Å:
Ti 0.5 -2.0 2.0
N -0.3 0.8 -0.8
C 0.2 1.1 0.5
S 0.6 0.1 -0.1
N 1.0 -1.1 -0.2
N -1.9 0.3 -0.4

Properties
Total charge = +3
Total energy = -157955.119 eV
Spin multiplicity = 1
Highest occupied orbital energy = -15.90 eV
Orbital gap = 4.985 eV

Q: highest occupied orbital energy of number 1 (C4H10N2O2)?
A: -8.89 eV

Q: What is the formula in the first record?
A: C4H10N2O2